No. 1
{
  "formula": "C62H56N4O6SSi2Tl",
  "method": "the ωB97M-V functional and the def2-TZVPD basis",
  "elements": ["Tl", "C", "O", "C", "C", "C", "C", "C", "C", "N", "N", "C", "O", "C", "C", "C", "C", "C", "C", "C", "O", "H", "H", "H", "H", "H", "H", "H", "H", "H", "H", "H", "H", "O", "Si", "C", "C", "C", "C", "C", "C", "C", "C", "C", "C", "C", "C", "C", "C", "C", "C", "C", "C", "H", "H", "H", "H", "H", "H", "H", "H", "H", "H", "H", "H", "H", "H", "H", "O", "Si", "C", "C", "C", "C", "C", "C", "C", "C", "C", "C", "C", "C", "C", "C", "C", "C", "C", "C", "H", "H", "H", "H", "H", "H", "H", "H", "H", "H", "H", "H", "H", "H", "H", "C", "C", "C", "N", "C", "S", "N", "C", "O", "C", "C", "C", "C", "C", "C", "H", "H", "H", "H", "H", "H", "H", "H", "H", "H", "H", "H", "H", "H"],
  "xyz": [[1.33, -0.65, -1.14], [3.25, -0.21, -5.06], [2.50, -0.76, -6.15], [1.59, -1.72, -5.88], [0.59, -1.92, -6.82], [-0.37, -2.94, -6.69], [-0.37, -3.79, -5.60], [0.63, -3.58, -4.65], [0.98, -4.24, -3.44], [2.04, -3.66, -2.92], [2.69, -4.03, -1.83], [3.54, -3.17, -1.21], [3.77, -1.99, -1.49], [4.21, -3.80, -0.03], [4.83, -2.96, 0.89], [5.42, -3.47, 2.03], [5.40, -4.84, 2.27], [4.80, -5.69, 1.35], [4.20, -5.18, 0.20], [1.57, -2.58, -4.79], [2.45, -2.60, -3.74], [3.83, 0.60, -5.49], [3.93, -0.95, -4.63], [2.57, 0.18, -4.30], [0.56, -1.25, -7.66], [-1.12, -3.04, -7.46], [-1.11, -4.57, -5.49], [0.53, -5.06, -2.92], [4.83, -1.89, 0.70], [5.87, -2.81, 2.75], [5.84, -5.24, 3.17], [4.78, -6.76, 1.53], [3.72, -5.83, -0.51], [1.32, -2.34, 0.63], [1.22, -2.23, 2.21], [-0.58, -1.93, 2.77], [-1.57, -2.79, 2.30], [-2.91, -2.61, 2.62], [-3.30, -1.55, 3.42], [-2.34, -0.66, 3.89], [-1.00, -0.86, 3.56], [1.74, -3.84, 3.08], [1.27, -5.07, 2.60], [1.59, -6.28, 3.20], [2.42, -6.29, 4.32], [2.92, -5.09, 4.81], [2.59, -3.89, 4.20], [2.32, -0.88, 2.98], [3.23, -0.21, 2.16], [4.01, 0.84, 2.63], [3.91, 1.24, 3.96], [3.04, 0.56, 4.81], [2.26, -0.48, 4.32], [-1.29, -3.62, 1.65], [-3.66, -3.30, 2.23], [-4.35, -1.40, 3.66], [-2.64, 0.19, 4.50], [-0.27, -0.14, 3.92], [0.64, -5.08, 1.71], [1.21, -7.21, 2.80], [2.67, -7.23, 4.80], [3.57, -5.10, 5.68], [3.01, -2.97, 4.59], [3.34, -0.52, 1.13], [4.69, 1.35, 1.96], [4.50, 2.07, 4.33], [2.96, 0.86, 5.85], [1.58, -0.99, 5.00], [-0.23, -0.16, -3.18], [-1.29, 1.00, -3.32], [-2.78, 0.83, -2.15], [-2.64, 0.09, -0.97], [-3.67, -0.01, -0.04], [-4.89, 0.62, -0.30], [-5.06, 1.34, -1.48], [-4.02, 1.44, -2.39], [-0.56, 2.73, -2.94], [-1.33, 3.90, -2.96], [-0.78, 5.13, -2.63], [0.56, 5.23, -2.27], [1.34, 4.08, -2.25], [0.78, 2.86, -2.59], [-2.07, 1.16, -5.05], [-2.96, 0.17, -5.49], [-3.55, 0.23, -6.74], [-3.26, 1.28, -7.60], [-2.37, 2.27, -7.20], [-1.78, 2.20, -5.94], [-1.70, -0.41, -0.77], [-3.52, -0.58, 0.87], [-5.70, 0.54, 0.42], [-6.01, 1.82, -1.68], [-4.18, 1.99, -3.31], [-2.38, 3.85, -3.23], [-1.40, 6.02, -2.66], [0.98, 6.19, -2.00], [2.39, 4.15, -1.98], [1.41, 1.97, -2.58], [-3.20, -0.66, -4.83], [-4.24, -0.55, -7.06], [-3.72, 1.34, -8.58], [-2.13, 3.09, -7.86], [-1.08, 2.98, -5.64], [-4.48, 3.86, -0.06], [-3.55, 4.70, 0.81], [-3.18, 4.00, 2.12], [-2.35, 2.82, 1.91], [-1.06, 2.77, 1.54], [-0.42, 1.40, 0.88], [-0.30, 3.94, 1.69], [0.04, 4.67, 2.82], [0.71, 5.67, 2.70], [-0.35, 4.15, 4.16], [-0.62, 5.07, 5.17], [-0.95, 4.63, 6.44], [-0.98, 3.27, 6.72], [-0.67, 2.35, 5.72], [-0.36, 2.79, 4.45], [-4.73, 4.38, -0.98], [-5.41, 3.63, 0.46], [-4.00, 2.92, -0.34], [-4.03, 5.66, 1.07], [-2.63, 4.93, 0.27], [-4.09, 3.65, 2.62], [-2.69, 4.69, 2.80], [-2.83, 1.94, 1.73], [0.32, 4.10, 0.91], [-0.58, 6.12, 4.93], [-1.17, 5.35, 7.22], [-1.23, 2.92, 7.71], [-0.67, 1.28, 5.94], [-0.09, 2.07, 3.68]],
  "gap_ha": 0.265,
  "lumo_energy_ev": 1.8911,
  "charge": -1,
  "homo_energy_ev": -5.320,
  "e_above_lowest_kj_mol": 264.1
}


No. 2
{
  "formula": "C62H57ClN3O4SSbTi",
  "method": "the ωB97M-V functional and the def2-TZVPD basis",
  "elements": ["Ti", "C", "C", "C", "C", "C", "C", "N", "Sb", "C", "C", "C", "C", "C", "C", "N", "C", "C", "C", "C", "C", "C", "N", "H", "H", "H", "H", "H", "H", "H", "H", "H", "H", "H", "H", "H", "H", "H", "H", "H", "H", "C", "C", "C", "O", "C", "C", "O", "C", "O", "C", "C", "C", "C", "C", "C", "C", "C", "C", "C", "C", "C", "C", "O", "C", "C", "C", "C", "C", "C", "C", "C", "C", "C", "C", "C", "H", "H", "H", "H", "H", "H", "H", "H", "H", "H", "H", "H", "H", "H", "H", "H", "H", "H", "H", "H", "H", "H", "H", "H", "H", "H", "H", "H", "Cl", "C", "C", "C", "C", "C", "C", "C", "H", "H", "H", "H", "H", "H", "S", "C", "C", "C", "C", "C", "C", "H", "H", "H", "H", "H"],
  "xyz": [[-0.38, -0.64, 0.69], [1.41, -3.20, 1.54], [0.04, -3.26, 2.11], [-0.41, -4.41, 2.69], [-1.69, -4.51, 3.29], [-2.45, -3.37, 3.29], [-2.01, -2.20, 2.65], [-0.76, -2.11, 2.01], [-3.24, -0.60, 3.15], [-4.41, -0.17, 1.32], [-5.47, 0.73, 1.44], [-6.37, 0.86, 0.40], [-6.23, 0.03, -0.71], [-5.16, -0.86, -0.75], [-4.93, -1.77, -1.92], [-4.27, -0.94, 0.24], [-2.03, 1.17, 3.09], [-2.46, 2.18, 3.95], [-1.72, 3.35, 4.05], [-0.56, 3.44, 3.31], [-0.16, 2.38, 2.51], [1.15, 2.49, 1.81], [-0.88, 1.26, 2.38], [1.96, -4.11, 1.79], [1.94, -2.32, 1.94], [1.38, -3.08, 0.45], [0.26, -5.26, 2.69], [-2.04, -5.43, 3.74], [-3.41, -3.35, 3.80], [-5.55, 1.34, 2.33], [-7.18, 1.58, 0.45], [-6.94, 0.06, -1.53], [-5.81, -1.83, -2.56], [-4.66, -2.77, -1.58], [-4.10, -1.41, -2.52], [-3.36, 2.03, 4.52], [-2.03, 4.15, 4.71], [0.06, 4.33, 3.34], [1.95, 2.42, 2.54], [1.22, 3.45, 1.29], [1.29, 1.67, 1.10], [2.67, 3.42, -3.11], [1.58, 2.42, -3.53], [1.29, 2.53, -5.02], [0.41, 2.68, -2.81], [0.37, 1.83, -1.66], [1.21, 0.60, -2.10], [1.94, 1.08, -3.23], [2.13, -0.08, -1.04], [1.34, -0.42, 0.04], [2.80, -1.34, -1.63], [2.68, -1.74, -2.95], [3.37, -2.85, -3.43], [4.19, -3.58, -2.59], [4.31, -3.19, -1.26], [3.63, -2.08, -0.79], [3.33, 0.74, -0.53], [4.29, 1.26, -1.40], [5.46, 1.82, -0.90], [5.71, 1.85, 0.46], [4.78, 1.29, 1.33], [3.60, 0.74, 0.84], [-1.14, 1.68, -1.25], [-1.29, 0.66, -0.34], [-1.57, 2.99, -0.55], [-0.97, 4.23, -0.77], [-1.42, 5.36, -0.10], [-2.47, 5.28, 0.80], [-3.06, 4.05, 1.03], [-2.61, 2.92, 0.37], [-2.06, 1.44, -2.48], [-1.63, 0.82, -3.65], [-2.49, 0.59, -4.71], [-3.82, 0.98, -4.64], [-4.27, 1.59, -3.47], [-3.41, 1.80, -2.41], [2.29, 4.43, -3.27], [3.58, 3.27, -3.69], [2.91, 3.30, -2.06], [1.03, 3.56, -5.28], [0.45, 1.88, -5.28], [2.17, 2.23, -5.59], [0.88, 2.33, -0.83], [0.54, -0.20, -2.42], [2.07, -1.18, -3.64], [3.24, -3.15, -4.47], [4.71, -4.46, -2.95], [4.95, -3.75, -0.58], [3.74, -1.78, 0.24], [4.14, 1.18, -2.46], [6.19, 2.22, -1.60], [6.63, 2.27, 0.84], [4.96, 1.26, 2.40], [2.90, 0.29, 1.51], [-0.17, 4.32, -1.49], [-0.94, 6.32, -0.29], [-2.80, 6.16, 1.33], [-3.88, 3.96, 1.74], [-3.05, 1.96, 0.59], [-0.61, 0.51, -3.76], [-2.12, 0.09, -5.60], [-4.50, 0.80, -5.46], [-5.31, 1.88, -3.37], [-3.80, 2.27, -1.52], [0.82, -4.32, -2.01], [-0.72, -4.65, -1.25], [-1.09, -5.98, -1.19], [-2.31, -6.34, -0.64], [-3.12, -5.33, -0.12], [-2.72, -4.01, -0.19], [-1.51, -3.59, -0.78], [-1.16, -2.16, -0.90], [-0.42, -6.73, -1.60], [-2.62, -7.38, -0.60], [-4.07, -5.58, 0.34], [-3.36, -3.23, 0.23], [-0.44, -2.03, -1.70], [-2.06, -1.56, -1.05], [1.46, -0.27, 3.92], [3.15, -0.21, 4.38], [3.67, 0.84, 5.16], [5.00, 0.89, 5.54], [5.89, -0.09, 5.14], [5.41, -1.13, 4.35], [4.08, -1.18, 3.98], [2.98, 1.62, 5.47], [5.34, 1.72, 6.16], [6.94, -0.05, 5.44], [6.09, -1.91, 4.01], [3.73, -2.01, 3.36]],
  "gap_ha": [0.127, 0.127],
  "lumo_energy_ev": [3.9985, 3.9985],
  "charge": -2,
  "homo_energy_ev": [0.544, 0.540]
}


No. 3
{
  "formula": "C62H61N9O24",
  "method": "the ωB97M-V functional and the def2-TZVPD basis",
  "elements": ["O", "N", "O", "C", "C", "C", "C", "C", "C", "H", "H", "H", "H", "H", "O", "N", "O", "C", "C", "C", "C", "C", "C", "H", "H", "H", "H", "H", "O", "N", "O", "C", "C", "C", "C", "C", "C", "H", "H", "H", "H", "H", "O", "N", "O", "C", "C", "C", "C", "C", "C", "H", "H", "H", "H", "H", "O", "N", "O", "C", "C", "C", "C", "C", "C", "H", "H", "H", "H", "H", "O", "N", "O", "C", "C", "C", "C", "C", "C", "H", "H", "H", "H", "H", "O", "N", "O", "C", "C", "C", "C", "C", "C", "H", "H", "H", "H", "H", "O", "N", "O", "C", "C", "C", "C", "C", "C", "H", "H", "H", "H", "H", "O", "N", "O", "C", "C", "C", "C", "C", "C", "H", "H", "H", "H", "H", "C", "C", "O", "C", "O", "O", "C", "H", "H", "H", "H", "H", "H", "H", "H", "C", "C", "O", "C", "O", "O", "C", "H", "H", "H", "H", "H", "H", "H", "H"],
  "xyz": [[-4.10, 3.77, -2.38], [-4.60, 2.67, -2.50], [-4.69, 2.04, -3.53], [-5.31, 2.15, -1.32], [-5.31, 2.84, -0.11], [-5.98, 2.36, 1.01], [-6.73, 1.18, 0.96], [-6.79, 0.53, -0.28], [-6.02, 0.97, -1.35], [-4.80, 3.78, 0.03], [-5.94, 2.87, 1.96], [-7.07, 0.72, 1.88], [-7.31, -0.42, -0.33], [-6.00, 0.29, -2.20], [0.96, 2.28, -4.33], [1.94, 2.86, -4.76], [2.11, 4.05, -4.66], [2.89, 2.07, -5.58], [2.68, 0.71, -5.78], [3.50, 0.00, -6.65], [4.53, 0.65, -7.26], [4.76, 2.01, -7.07], [3.92, 2.74, -6.23], [1.89, 0.16, -5.30], [3.45, -1.08, -6.69], [5.18, 0.20, -8.00], [5.50, 2.59, -7.60], [3.96, 3.82, -6.10], [-2.43, 1.63, 6.28], [-1.64, 0.72, 6.21], [-1.06, 0.24, 7.16], [-1.31, 0.17, 4.88], [-0.27, -0.75, 4.78], [-0.02, -1.46, 3.63], [-0.81, -1.17, 2.53], [-1.91, -0.29, 2.62], [-2.22, 0.28, 3.85], [0.36, -0.87, 5.66], [0.76, -2.20, 3.55], [-0.55, -1.62, 1.58], [-2.42, -0.16, 1.68], [-3.04, 0.99, 3.83], [-2.77, -2.66, -0.64], [-2.92, -1.48, -0.45], [-3.86, -0.98, 0.16], [-1.84, -0.59, -0.91], [-2.04, 0.75, -1.07], [-1.03, 1.59, -1.53], [0.26, 1.12, -1.64], [0.50, -0.23, -1.35], [-0.55, -1.11, -1.12], [-3.04, 1.16, -1.01], [-1.33, 2.58, -1.86], [1.04, 1.82, -1.90], [1.52, -0.57, -1.40], [-0.30, -2.15, -0.92], [7.49, -1.07, -0.66], [6.28, -1.27, -0.58], [5.59, -1.53, -1.55], [5.68, -1.09, 0.73], [4.31, -1.24, 0.85], [3.65, -1.11, 2.05], [4.38, -0.77, 3.19], [5.76, -0.59, 3.07], [6.42, -0.74, 1.85], [3.76, -1.67, 0.02], [2.63, -1.43, 2.18], [3.99, -0.55, 4.18], [6.37, -0.31, 3.92], [7.50, -0.64, 1.89], [-3.21, 8.85, -0.28], [-3.10, 7.64, -0.17], [-3.68, 7.01, 0.69], [-2.11, 6.94, -0.99], [-1.95, 5.58, -0.76], [-1.11, 4.86, -1.63], [-0.49, 5.44, -2.72], [-0.59, 6.83, -2.79], [-1.39, 7.58, -1.99], [-2.59, 5.07, -0.06], [-1.11, 3.80, -1.39], [-0.05, 4.86, -3.51], [-0.10, 7.34, -3.61], [-1.57, 8.64, -2.15], [-8.83, -3.89, -3.96], [-8.22, -3.27, -3.12], [-8.06, -2.08, -3.09], [-7.59, -4.05, -2.04], [-8.04, -5.32, -1.63], [-7.37, -6.02, -0.66], [-6.29, -5.39, -0.01], [-5.77, -4.18, -0.42], [-6.50, -3.50, -1.39], [-8.81, -5.81, -2.21], [-7.78, -6.96, -0.31], [-5.85, -5.99, 0.79], [-4.93, -3.78, 0.12], [-6.11, -2.56, -1.77], [3.92, 1.67, -2.32], [4.72, 2.39, -1.74], [5.54, 3.08, -2.29], [4.48, 2.53, -0.30], [5.50, 2.98, 0.51], [5.31, 3.01, 1.89], [4.12, 2.63, 2.49], [3.15, 2.06, 1.67], [3.31, 2.06, 0.29], [6.49, 3.21, 0.12], [6.13, 3.27, 2.55], [4.00, 2.81, 3.55], [2.31, 1.52, 2.08], [2.50, 1.55, -0.22], [0.62, -4.62, -1.51], [1.58, -4.37, -0.82], [1.77, -3.27, -0.34], [2.52, -5.41, -0.48], [2.17, -6.73, -0.69], [3.17, -7.71, -0.50], [4.46, -7.42, -0.19], [4.74, -6.06, 0.12], [3.80, -5.08, -0.02], [1.18, -7.09, -0.92], [2.90, -8.71, -0.82], [5.22, -8.19, -0.16], [5.76, -5.79, 0.34], [4.13, -4.07, 0.15], [3.74, 6.15, 1.44], [2.33, 6.36, 0.92], [1.69, 5.16, 0.53], [0.97, 4.52, 1.43], [0.90, 4.79, 2.61], [0.31, 3.51, 0.89], [-0.32, 2.57, 1.72], [4.19, 5.34, 0.86], [3.66, 5.73, 2.44], [4.34, 7.06, 1.47], [2.28, 7.12, 0.14], [1.70, 6.87, 1.66], [0.32, 2.07, 2.46], [-0.74, 1.77, 1.11], [-1.13, 2.96, 2.34], [0.85, -5.22, 4.49], [0.60, -5.25, 2.96], [-0.80, -5.49, 2.84], [-1.43, -4.89, 1.82], [-0.89, -4.27, 0.96], [-2.74, -4.91, 1.92], [-3.38, -5.67, 2.93], [0.39, -6.15, 4.83], [0.39, -4.33, 4.91], [1.90, -5.34, 4.75], [1.17, -6.06, 2.51], [0.79, -4.27, 2.52], [-4.45, -5.56, 2.77], [-3.24, -5.32, 3.95], [-3.21, -6.74, 2.85]],
  "smiles": "O=[N+]([O-])c1ccccc1.O=[N+]([O-])c1ccccc1.O=[N+]([O-])c1ccccc1.O=[N+]([O-])c1ccccc1.O=[N+]([O-])c1ccccc1.O=[N+]([O-])c1ccccc1.O=[N+]([O-])c1ccccc1.O=[N+]([O-])c1ccccc1.O=[N+]([O-])c1ccccc1.CCOC(=O)OC.CCOC(=O)OC",
  "gap_ha": 0.314,
  "lumo_energy_ev": -1.0229,
  "charge": 0,
  "homo_energy_ev": -9.559
}